[1]
Entry from OMol25: a structure of composition C24H29CoN5O4P2S (ωB97M-V/def2-TZVPD).

Each line ends with the natural charge from an NBO analysis.
Positions of all 66 atoms, in Å:
Co: -0.052 -0.067 -0.671  0.730
N: 2.514 3.094 5.437  -0.796
C: 2.466 2.059 4.512  0.178
C: 1.518 1.043 4.637  -0.281
C: 1.429 0.046 3.682  -0.184
C: 2.296 0.045 2.604  -0.321
C: 3.248 1.047 2.467  -0.175
C: 3.326 2.053 3.409  -0.266
S: 2.229 -1.252 1.411  2.349
O: 3.554 -1.775 1.230  -0.934
O: 1.181 -2.152 1.824  -0.978
N: 1.702 -0.570 0.043  -0.958
C: 2.447 -0.031 -0.943  0.578
N: 3.749 0.240 -0.897  -0.481
C: 4.268 0.775 -1.993  0.114
C: 3.530 1.075 -3.129  -0.368
C: 2.173 0.800 -3.066  0.115
N: 1.630 0.244 -1.999  -0.554
H: 2.144 2.876 6.348  0.379
H: 3.390 3.588 5.485  0.379
H: 0.846 1.038 5.487  0.211
H: 0.691 -0.741 3.768  0.251
H: 3.926 1.026 1.622  0.249
H: 4.061 2.841 3.299  0.210
H: 5.331 0.988 -1.957  0.195
H: 3.984 1.519 -4.001  0.226
H: 1.507 1.030 -3.891  0.191
C: -3.326 0.900 -0.898  -0.950
P: -1.855 0.405 -1.842  1.069
C: -1.701 1.714 -3.101  -0.950
C: -2.404 -1.076 -2.750  -0.351
C: -3.334 -1.051 -3.786  -0.188
C: -3.716 -2.231 -4.402  -0.199
C: -3.185 -3.442 -3.976  -0.210
C: -2.269 -3.473 -2.939  -0.140
C: -1.865 -2.292 -2.324  -0.333
P: -0.682 -2.201 -0.933  1.039
C: 0.594 -3.434 -1.318  -0.955
C: -1.601 -2.913 0.459  -0.964
H: -3.490 0.185 -0.091  0.267
H: -4.211 0.958 -1.534  0.230
H: -3.137 1.876 -0.449  0.244
H: -2.652 1.934 -3.588  0.229
H: -0.976 1.413 -3.856  0.241
H: -1.336 2.617 -2.610  0.260
H: -3.760 -0.113 -4.119  0.212
H: -4.430 -2.209 -5.215  0.219
H: -3.488 -4.364 -4.456  0.219
H: -1.869 -4.423 -2.607  0.208
H: 0.167 -4.433 -1.417  0.226
H: 1.312 -3.439 -0.497  0.274
H: 1.108 -3.164 -2.239  0.244
H: -2.082 -3.852 0.180  0.222
H: -2.341 -2.193 0.813  0.270
H: -0.891 -3.074 1.268  0.283
O: 0.359 2.077 -0.028  -0.683
C: -0.323 1.841 0.987  0.674
C: -0.601 2.775 2.141  -0.518
C: -1.564 1.953 2.996  -0.517
C: -1.725 0.636 2.228  0.688
O: -2.471 -0.268 2.551  -0.626
N: -0.929 0.653 1.118  -0.737
H: -1.024 3.709 1.771  0.230
H: 0.340 3.012 2.639  0.247
H: -2.547 2.412 3.115  0.229
H: -1.184 1.737 3.994  0.236

LUMO energy (alpha / beta) = 0.016 / 0.018 Eh
⟨S²⟩ = 0.764
E_tot = -3970.48534 Ha
strongest force on any atom = 0.41 eV/A
spin multiplicity = 2
HOMO (alpha / beta) = -0.2869 / -0.2911 Eh

[2]
Entry from OMol25: a structure of composition C4H15MoN2O (ωB97M-V/def2-TZVPD).

Each line ends with the natural charge from an NBO analysis.
Positions of all 23 atoms, in Å:
C: 1.458 -0.997 -2.123  -0.622
Mo: 0.307 -0.206 -0.440  0.767
N: -0.474 1.781 -0.893  -1.102
H: 0.787 -1.663 0.163  -0.261
H: 0.288 -1.113 -1.837  0.152
H: 1.930 -1.973 -2.065  0.283
H: 1.897 -0.323 -1.326  0.176
H: 1.535 -0.513 -3.095  0.258
H: -0.341 2.402 -0.092  0.424
H: -1.476 1.776 -1.101  0.403
H: -0.029 2.214 -1.704  0.410
C: -0.689 0.739 4.503  -0.420
N: -1.759 0.781 3.513  -0.377
C: -3.141 0.710 3.957  -0.419
C: -1.488 0.722 2.195  0.540
O: -0.352 0.958 1.709  -0.696
H: -1.161 0.845 5.483  0.221
H: 0.021 1.557 4.338  0.232
H: -0.146 -0.216 4.465  0.225
H: -3.715 1.556 3.554  0.218
H: -3.620 -0.216 3.609  0.217
H: -3.153 0.747 5.049  0.233
H: -2.361 0.465 1.564  0.137

LUMO energy (alpha / beta) = -0.159 / -0.135 Eh
⟨S²⟩ = 2.042
total charge = +1
E_tot = -413.94225 Ha
strongest force on any atom = 3.29 eV/A
spin multiplicity = 3
HOMO (alpha / beta) = -0.4447 / -0.4143 Eh

[3]
Entry from OMol25: a structure of composition C3H9BNO (ωB97M-V/def2-TZVPD).

Each line ends with the natural charge from an NBO analysis.
Positions of all 15 atoms, in Å:
B: 2.936 -0.326 -0.111  0.625
C: 0.336 -0.760 0.148  0.544
C: -2.053 -0.657 -0.020  -0.430
C: -0.628 1.344 0.206  -0.439
N: -0.677 -0.080 0.020  -0.269
O: 1.818 0.355 0.195  -0.673
H: 3.691 0.481 -0.245  -0.058
H: 3.076 -1.397 -0.326  -0.094
H: 0.588 -1.757 -0.002  0.238
H: -2.524 0.186 -0.634  0.249
H: -2.505 -0.963 0.950  0.275
H: -2.052 -1.466 -0.699  0.243
H: 0.315 1.788 0.622  0.300
H: -1.594 1.557 0.728  0.243
H: -0.727 1.694 -0.832  0.247

LUMO energy = -0.186 Eh
total charge = +1
E_tot = -274.17405 Ha
strongest force on any atom = 6.82 eV/A
spin multiplicity = 1
HOMO = -0.5623 Eh

[4]
Entry from OMol25: a cluster of 2 separate species, C9H10BrF3O3S2 in total (ωB97M-V/def2-TZVPD).

Each line ends with the natural charge from an NBO analysis.
Positions of all 28 atoms, in Å:
C: 3.277 0.311 -0.762  -0.633
C: 1.785 0.080 -0.800  -0.048
C: 0.927 1.130 -1.102  -0.197
C: -0.451 0.960 -1.100  -0.123
C: -1.011 -0.272 -0.795  -0.194
C: -0.179 -1.331 -0.493  -0.188
C: 1.207 -1.160 -0.497  -0.068
C: 2.072 -2.333 -0.190  -0.531
S: 2.718 -3.141 -1.710  0.534
Br: 0.931 -3.837 -2.673  0.112
H: 3.505 1.345 -1.013  0.245
H: 3.663 0.137 0.250  0.224
H: 3.851 -0.347 -1.425  0.177
H: 1.354 2.101 -1.326  0.217
H: -1.110 1.792 -1.310  0.261
H: -2.086 -0.408 -0.764  0.261
H: -0.582 -2.305 -0.231  0.209
H: 1.539 -3.127 0.335  0.269
H: 2.966 -2.070 0.383  0.266
H: 2.955 -2.009 -2.405  0.187
C: -3.828 2.279 2.798  0.681
F: -4.591 3.224 2.231  -0.328
F: -2.960 2.895 3.615  -0.330
F: -4.626 1.514 3.557  -0.328
S: -2.952 1.276 1.529  2.341
O: -2.153 2.262 0.823  -1.015
O: -4.030 0.700 0.752  -0.999
O: -2.190 0.330 2.320  -1.002

LUMO energy = -0.122 Eh
E_tot = -4244.56321 Ha
strongest force on any atom = 0.80 eV/A
spin multiplicity = 1
HOMO = -0.2938 Eh